{"formula": "C8H17NO3S", "method": "the ωB97M-V functional and the def2-TZVPD basis", "elements": ["C", "C", "C", "C", "C", "C", "C", "C", "N", "O", "O", "O", "S", "H", "H", "H", "H", "H", "H", "H", "H", "H", "H", "H", "H", "H", "H", "H", "H", "H"], "positions_angstrom": [[-1.810, 1.310, 0.601], [4.817, -0.308, -0.319], [-4.181, 0.796, 1.003], [-3.165, 0.664, -1.325], [-0.688, 1.419, -0.075], [3.592, -0.978, 0.289], [2.250, -0.167, -0.104], [1.050, -0.670, 0.442], [-3.018, 0.999, 0.134], [-1.139, -2.045, 0.339], [0.486, -2.588, -1.424], [0.833, -0.792, 1.628], [-0.207, -1.479, -0.845], [-1.757, 1.493, 1.651], [4.982, -0.881, -1.179], [4.542, 0.718, -0.642], [5.651, -0.212, 0.359], [-4.725, 1.829, 1.048], [-3.763, 0.390, 1.952], [-4.972, -0.047, 0.670], [-4.107, 1.073, -1.817], [-3.203, -0.489, -1.322], [-2.393, 1.149, -1.927], [-0.501, 1.437, -1.213], [0.083, 1.875, 0.463], [3.801, -1.069, 1.445], [3.463, -1.995, -0.128], [2.324, -0.095, -1.156], [2.461, 0.802, 0.263], [-0.707, -2.139, 1.190]], "homo_ha": [-0.2089, -0.2805], "gap_ev": [6.370, 4.928], "multiplicity": 3, "charge": 0, "de_lowest_kcal_mol": 4.9}